{
  "formula": "C7H6FNO2",
  "method": "ωB97M-V/def2-TZVPD",
  "elements": ["C", "C", "C", "C", "C", "C", "C", "N", "O", "O", "F", "H", "H", "H", "H", "H", "H"],
  "coordinates": [[1.028, -2.352, -0.319], [1.545, -1.386, 0.479], [-0.281, -2.426, -0.699], [0.817, -0.227, 0.637], [-1.039, -1.245, -0.518], [-0.381, -0.343, 0.141], [-0.996, 2.901, -0.457], [-0.362, 2.525, 0.719], [0.883, 2.375, 0.530], [-0.878, 2.373, 1.789], [-2.380, 2.978, -0.510], [1.560, -3.251, -0.507], [2.474, -1.399, 0.972], [-0.603, -3.238, -1.207], [1.188, 0.572, 1.234], [-2.043, -1.145, -0.958], [-0.532, 3.289, -1.325]],
  "mulliken_spin": [-0.028, 0.072, 0.068, -0.021, -0.068, 0.873, 0.714, -0.030, 0.214, 0.053, 0.054, 0.001, 0.009, 0.005, 0.042, 0.036, 0.006],
  "spin_multiplicity": 3,
  "e_tot_ev": -15650.142,
  "homo_lumo_gap_ev": [8.402, 7.113],
  "lumo_energy_ev": [0.3, -2.3],
  "total_charge": 0,
  "relative_energy_kj_mol": 0.0,
  "e_homo_ev": [-8.10, -9.45],
  "s_squared": 2.019
}

{
  "formula": "C7H6GdO5",
  "method": "ωB97M-V/def2-TZVPD",
  "elements": ["O", "C", "Gd", "O", "C", "C", "O", "C", "O", "C", "C", "C", "O", "H", "H", "H", "H", "H", "H"],
  "coordinates": [[2.828, 0.485, -2.586], [2.126, -0.202, -1.967], [1.082, -1.493, -0.233], [3.617, -4.272, -0.051], [2.802, -3.473, -0.223], [-0.567, -1.596, -2.353], [-1.267, -1.634, -3.246], [-0.860, -2.700, 0.482], [-1.665, -3.260, 1.104], [-0.598, 1.487, 2.144], [-0.601, 1.348, 0.674], [-1.147, 2.407, -0.199], [-0.102, 0.298, 0.152], [-1.040, 2.455, 2.439], [0.435, 1.430, 2.538], [-1.175, 0.669, 2.616], [-0.370, 2.782, -0.890], [-1.981, 2.018, -0.811], [-1.517, 3.252, 0.409]],
  "mulliken_spin": [0.004, 0.013, 6.725, 0.003, -0.010, 0.034, -0.001, 0.005, 0.007, 0.019, -0.015, 0.034, 0.179, 0.000, 0.000, 0.001, -0.001, -0.003, 0.008],
  "spin_multiplicity": 8,
  "e_tot_ev": -38394.261,
  "homo_lumo_gap_ev": [10.052, 5.705],
  "lumo_energy_ev": [-13.8, -17.6],
  "total_charge": 3,
  "e_homo_ev": [-23.89, -23.31],
  "s_squared": 16.052
}

{
  "formula": "C7H6IN2O2",
  "method": "ωB97M-V/def2-TZVPD",
  "elements": ["C", "O", "C", "O", "C", "C", "N", "N", "C", "I", "C", "C", "H", "H", "H", "H", "H", "H"],
  "coordinates": [[-1.294, -0.930, 3.065], [-0.826, -0.166, 1.948], [-0.253, -0.766, 0.922], [0.022, -1.914, 0.701], [0.187, 0.223, -0.127], [0.688, -0.310, -1.306], [0.926, -1.530, -1.536], [1.212, -2.529, -1.917], [0.891, 0.810, -2.232], [-0.713, 0.820, -3.821], [0.672, 2.060, -1.391], [0.186, 1.644, -0.194], [-0.449, -1.542, 3.438], [-2.268, -1.515, 2.994], [-1.244, -0.188, 3.766], [1.657, 0.586, -2.923], [0.782, 2.933, -1.949], [-0.177, 2.314, 0.560]],
  "lowdin_charge": [0.001, 0.012, -0.420, 0.156, 0.023, -0.309, 0.076, 0.439, -0.514, 0.895, -0.017, 0.029, 0.116, 0.143, 0.064, 0.067, 0.104, 0.135],
  "smiles": "COC(=O)C1=C([N+]#N)[C@@H](I)C=C1",
  "e_tot_ev": -22521.801,
  "homo_lumo_gap_ev": [7.201, 7.201],
  "lumo_energy_ev": [-6.4, -6.4],
  "total_charge": 1,
  "relative_energy_kj_mol": 0.0,
  "e_homo_ev": [-13.64, -13.64]
}

{
  "formula": "C7H6INO",
  "method": "ωB97M-V/def2-TZVPD",
  "elements": ["C", "C", "C", "C", "C", "C", "C", "N", "O", "I", "H", "H", "H", "H", "H", "H"],
  "coordinates": [[0.849, 1.602, -0.502], [1.487, 0.447, -1.031], [-0.147, 1.437, 0.450], [-0.451, 0.002, 0.992], [1.300, -0.839, -0.640], [-1.722, -0.416, 0.346], [0.365, -1.252, 0.525], [-0.585, -2.183, -0.116], [-1.691, -1.570, -0.193], [-3.585, 0.521, 0.070], [1.053, 2.651, -0.922], [2.081, 0.643, -1.897], [-0.619, 2.271, 0.902], [-0.758, -0.103, 2.118], [0.856, -1.680, 1.332], [1.567, -1.532, -1.434]],
  "lowdin_charge": [-0.093, -0.123, -0.049, -0.217, -0.011, -0.770, -0.235, 0.021, -0.119, 0.902, 0.130, 0.091, 0.079, 0.178, 0.112, 0.105],
  "e_tot_ev": -18988.350,
  "homo_lumo_gap_ev": [7.311, 8.003],
  "lumo_energy_ev": [-0.1, 0.0],
  "total_charge": 0,
  "relative_energy_kj_mol": 367.4,
  "e_homo_ev": [-7.39, -8.03]
}

{
  "formula": "C7H6INO4",
  "method": "ωB97M-V/def2-TZVPD",
  "elements": ["C", "C", "O", "O", "C", "N", "C", "O", "C", "C", "H", "H", "H", "H", "H", "O", "C", "I", "H"],
  "coordinates": [[2.685, 1.808, -0.451], [1.390, 1.152, -0.816], [0.497, 1.500, -1.540], [1.300, 0.003, -0.018], [0.315, -0.911, 0.052], [-0.790, -0.833, -0.607], [-1.608, -1.946, -0.270], [-2.717, -2.147, -0.709], [-0.875, -2.724, 0.813], [0.308, -2.145, 0.972], [3.590, 1.348, -0.941], [2.781, 1.819, 0.670], [2.600, 2.830, -0.932], [-1.229, -3.586, 1.384], [0.868, -2.226, 1.868], [-1.237, 1.516, 1.061], [-1.973, 1.588, 0.166], [-3.896, 0.697, 0.015], [-2.008, 2.255, -0.717]],
  "lowdin_charge": [0.017, -0.459, 0.138, 0.077, -0.267, 0.167, -0.457, 0.033, 0.034, 0.044, 0.108, 0.112, 0.110, 0.123, 0.101, -0.006, -0.780, 0.860, 0.044],
  "smiles": "CC(=O)OC1=NC(=O)C=C1.O=CI",
  "e_tot_ev": -25134.876,
  "homo_lumo_gap_ev": 8.164,
  "lumo_energy_ev": -1.1,
  "total_charge": 0,
  "relative_energy_kj_mol": 2.1,
  "e_homo_ev": -9.25
}

{
  "formula": "C7H6INOS",
  "method": "ωB97M-V/def2-TZVPD",
  "elements": ["C", "C", "C", "C", "C", "C", "C", "N", "O", "S", "I", "H", "H", "H", "H", "H", "H"],
  "coordinates": [[2.266, -0.361, -0.254], [2.664, 0.945, -0.351], [0.817, -0.500, -0.106], [0.234, 0.736, -0.189], [0.002, -1.670, -0.007], [-1.329, -1.501, -0.200], [-1.208, 0.997, 0.030], [-1.907, -0.278, -0.281], [-1.516, 1.431, 1.339], [1.317, 2.099, -0.240], [-3.932, -0.237, -0.023], [2.840, -1.173, -0.308], [3.578, 1.426, -0.545], [0.610, -2.505, 0.095], [-1.838, -2.436, -0.223], [-1.740, 1.574, -0.726], [-0.857, 1.454, 1.992]],
  "lowdin_charge": [-0.090, -0.352, -0.250, -0.458, -0.046, -0.240, -0.467, -0.495, -0.028, 1.023, 0.934, 0.062, 0.038, 0.086, 0.089, 0.122, 0.071],
  "e_tot_ev": -29827.523,
  "homo_lumo_gap_ev": 7.338,
  "lumo_energy_ev": -0.3,
  "total_charge": 0,
  "relative_energy_kj_mol": 52.5,
  "e_homo_ev": -7.62
}